# C12H19N3O5

The molecule C12H19N3O5 (wB97M-V/def2-TZVPD, the OMol25 dataset).

Geometry as ORCA input:
```
! RIJCOSX wB97M-V def2-TZVPD def2/J DEFGRID3
* xyz 0 1
N 0.354 -1.803 -0.076
N 2.377 -0.559 -0.071
O 2.339 1.744 0.439
O -1.536 -0.426 -0.411
O -0.655 -0.465 1.696
O 4.970 3.047 -1.570
O -3.361 -0.517 -3.520
C 1.638 -1.685 -0.265
C 1.730 0.546 0.176
N 0.406 0.565 0.086
C -0.344 -0.594 0.327
C -0.976 -1.828 3.574
C -2.994 -1.052 2.354
C 3.775 1.804 0.348
C -1.439 -0.607 -1.832
C 3.628 3.046 -2.041
C -4.037 -0.165 -2.358
C -1.534 -1.494 2.211
C 4.242 1.922 -1.103
C -2.515 0.134 -2.603
H 2.130 -2.576 -0.594
H 0.000 1.413 0.449
H -0.881 -0.919 4.155
H 0.024 -2.253 3.455
H -1.632 -2.515 4.094
H -3.460 -0.853 1.381
H -3.057 -0.085 2.904
H -3.569 -1.774 2.891
H 4.111 2.679 0.910
H 4.214 0.938 0.860
H -0.488 -0.291 -2.239
H -1.567 -1.687 -2.057
H 3.516 2.901 -3.096
H 3.021 3.884 -1.632
H -4.756 0.651 -2.426
H -4.282 -0.899 -1.566
H -1.535 -2.378 1.563
H 4.402 0.953 -1.622
H -2.259 1.198 -2.792
*
```

Its LUMO energy is 0.6 eV. As for the relative energy (zero: lowest compared OMol25 entry of this formula, charge and spin): 0.0 kcal per mole. The calculation puts the orbital gap at 10.16 eV. The SMILES is CC(C)O[C@]1(OC[C@@H]2CO2)N=CN=C(OC[C@H]2CO2)N1. The HOMO energy comes out at -9.5 eV.

Here are the natural (NBO) charges for atoms 1 to 6, given in e: N -0.538; N -0.647; O -0.484; O -0.544; O -0.538; O -0.486

***

# C31H62N5Ta

A structure of composition C31H62N5Ta (wB97M-V/def2-TZVPD, the OMol25 dataset).

Geometry as ORCA input:
```
! RIJCOSX wB97M-V def2-TZVPD def2/J DEFGRID3
* xyz 2 1
Ta -0.628 0.391 -0.351
C -1.927 3.904 -1.459
C -3.177 3.091 -0.894
N -2.855 1.662 -0.835
C -3.952 0.830 -0.302
C -3.617 -0.627 -0.039
N -2.372 -0.713 0.804
C -2.725 -0.451 2.230
C -1.709 0.156 3.264
C -1.167 1.558 2.922
N -0.355 1.717 1.669
C -0.331 3.111 1.282
C 0.525 3.379 0.072
N 0.162 2.480 -1.077
C -0.716 3.137 -2.049
H -1.683 4.676 -0.724
H -2.315 4.509 -2.267
H -4.076 3.284 -1.494
H -3.373 3.447 0.100
H -2.827 1.454 -1.799
H -4.854 0.883 -0.937
H -4.186 1.228 0.714
H -3.443 -1.142 -1.038
H -4.482 -1.066 0.447
H -2.064 -1.655 0.734
H -3.027 -1.403 2.660
H -3.619 0.196 2.264
H -0.875 -0.537 3.415
H -2.161 0.289 4.255
H -0.621 2.010 3.754
H -2.042 2.190 2.812
H 0.609 1.374 1.888
H 0.037 3.770 2.060
H -1.342 3.328 1.028
H 1.578 3.169 0.380
H 0.462 4.468 -0.195
H 1.013 2.277 -1.564
H -1.082 2.364 -2.761
H -0.130 3.878 -2.574
C 2.188 0.416 0.713
C 1.660 -0.553 -0.269
C 0.859 -1.469 0.530
C 0.968 -0.988 1.887
C 1.884 0.009 2.033
C 2.602 0.205 3.326
C 3.172 1.641 3.502
C 3.757 -0.723 3.033
C 1.815 -0.296 4.576
C 0.499 -2.927 0.429
C -0.381 -3.347 1.666
C -0.248 -3.175 -0.875
C 1.833 -3.740 0.533
C 2.523 -0.800 -1.531
C 4.077 -0.853 -1.211
C 2.432 0.390 -2.468
C 2.166 -2.059 -2.342
H 2.717 1.263 0.415
H 0.659 -1.547 2.756
H 3.464 1.994 2.503
H 4.055 1.612 4.140
H 2.492 2.300 3.987
H 4.209 -0.485 2.081
H 3.429 -1.749 2.966
H 4.391 -0.748 3.929
H 0.819 0.095 4.701
H 2.334 -0.065 5.490
H 1.776 -1.402 4.488
H -0.935 -2.508 2.081
H 0.244 -3.716 2.496
H -1.088 -4.142 1.465
H -0.267 -2.337 -1.548
H -1.356 -3.332 -0.633
H 0.098 -4.028 -1.486
H 2.080 -3.977 1.575
H 2.689 -3.255 0.072
H 1.699 -4.674 0.030
H 4.432 0.136 -0.906
H 4.563 -1.152 -2.145
H 4.351 -1.582 -0.476
H 2.612 1.375 -1.945
H 1.394 0.439 -2.857
H 3.204 0.439 -3.244
H 2.516 -3.032 -1.937
H 2.597 -1.966 -3.325
H 1.089 -2.116 -2.584
C -0.354 -0.392 -4.305
C -1.478 -0.649 -3.338
C -1.919 -2.100 -3.252
C -2.640 0.212 -3.816
N -0.953 -0.231 -1.973
H -0.594 -0.865 -5.267
H 0.598 -0.835 -3.930
H -0.283 0.681 -4.390
H -2.688 -2.223 -4.053
H -2.466 -2.333 -2.311
H -1.057 -2.749 -3.440
H -2.923 -0.238 -4.723
H -2.409 1.275 -4.034
H -3.562 0.263 -3.188
*
```

Its LUMO energy is -6.0 eV. As for the relative energy (zero: lowest compared OMol25 entry of this formula, charge and spin): 6.9 kcal per mole. The calculation puts the orbital gap at 7.68 eV. The HOMO energy comes out at -13.7 eV.

Here are the Löwdin charges for atoms 1 to 6, given in e: Ta 1.795; C -0.120; C -0.157; N -0.114; C -0.191; C -0.169

***

# C3H9ClN2

The molecule C3H9ClN2 (wB97M-V/def2-TZVPD, the OMol25 dataset).

Geometry as ORCA input:
```
! RIJCOSX wB97M-V def2-TZVPD def2/J DEFGRID3
* xyz 0 1
C -0.518 -0.923 -0.136
C 0.208 0.385 0.323
C 1.662 0.127 0.709
H -2.568 -1.211 -0.849
H -2.291 -0.060 0.386
H -0.014 -1.263 -1.059
H -0.444 -1.732 0.622
H -0.262 0.736 1.232
H -0.832 1.658 -0.736
H 0.527 1.199 -1.501
H 1.987 1.060 1.072
H 1.593 -0.438 1.561
N -1.918 -0.555 -0.424
N 0.105 1.445 -0.653
Cl 2.764 -0.428 -0.546
*
```

Its LUMO energy is 1.0 eV. As for the relative energy (zero: lowest compared OMol25 entry of this formula, charge and spin): 3.1 kcal per mole. The calculation puts the orbital gap at 10.25 eV. The SMILES is NC[C@H](N)CCl. The HOMO energy comes out at -9.2 eV.

Here are the natural (NBO) charges for atoms 1 to 6, given in e: C -0.236; C -0.055; C -0.383; H 0.380; H 0.354; H 0.195

***

# C14H31AlO2P

A structure of composition C14H31AlO2P (wB97M-V/def2-TZVPD, the OMol25 dataset).

Geometry as ORCA input:
```
! RIJCOSX wB97M-V def2-TZVPD def2/J DEFGRID3
* xyz 3 1
C -1.405 -6.047 2.649
C -1.614 -5.032 1.520
C -0.810 -5.342 0.224
C -0.738 -4.402 -0.906
P -1.290 -2.407 -0.244
C -1.631 -0.537 0.409
C -2.362 0.351 -0.596
C -1.443 1.018 -1.636
C -1.132 2.510 -1.381
C 0.279 2.777 -0.814
C 0.309 3.770 0.358
C 1.550 4.659 0.445
C 2.756 3.912 1.009
O 2.903 2.637 0.338
C 4.095 2.390 -0.311
C 4.495 3.298 -1.435
O 4.698 1.429 0.060
H -0.877 -6.934 2.297
H -0.818 -5.622 3.461
H -2.357 -6.356 3.071
H -2.678 -5.006 1.266
H -1.272 -4.043 1.880
H 0.209 -5.623 0.500
H -1.337 -6.207 -0.225
H -1.433 -4.535 -1.741
H 0.261 -4.200 -1.298
H -2.541 -2.906 0.124
H -1.098 -2.004 -1.572
H -0.186 -2.529 0.611
H -2.160 -0.709 1.348
H -0.634 -0.154 0.634
H -3.178 -0.190 -1.097
H -2.842 1.159 0.005
H -0.497 0.462 -1.659
H -1.892 0.898 -2.621
H -1.880 2.941 -0.698
H -1.243 3.031 -2.331
H 0.715 1.827 -0.495
H 0.916 3.160 -1.613
H -0.567 4.424 0.300
H 0.223 3.223 1.306
H 1.344 5.471 1.148
H 1.782 5.123 -0.517
H 3.678 4.488 0.926
H 2.591 3.699 2.066
H 4.781 2.684 -2.287
H 3.691 3.972 -1.719
H 5.371 3.876 -1.134
Al -4.733 1.597 0.375
*
```

Its LUMO energy is -14.5 eV. The calculation puts the orbital gap at 1.91 eV. The HOMO energy comes out at -16.5 eV.

Here are the natural (NBO) charges for atoms 1 to 6, given in e: C -0.628; C -0.353; C -0.499; C -0.185; P 0.512; C -0.476

***

Which of these has the highest HOMO?
C3H9ClN2